# C14H12N2O2S2

A molecular structure, C14H12N2O2S2 at a distorted geometry (ωB97M-V with the def2-TZVPD basis set, the Open Molecules 2025 dataset).

Calculated total energy = -43444.568 eV
HOMO-LUMO gap = 7.52 eV
LUMO energy = -1.11 eV

ORCA input file:
```
! wB97M-V def2-TZVPD RIJCOSX def2/J DEFGRID3
* xyz 0 1
C -1.941 2.711 -1.333
C -1.716 1.215 -1.520
C -2.552 0.214 -1.312
C -2.127 -0.969 -1.387
C -0.854 -0.816 -1.769
S -0.246 0.688 -1.704
S 0.123 -2.298 -1.597
O 1.530 -1.834 -2.555
O -0.338 -3.399 -2.115
N 0.765 -2.576 -0.151
C 1.668 -1.494 0.553
C 2.987 -1.175 0.270
C 3.384 0.001 0.515
C 2.827 0.823 1.320
C 1.441 0.814 1.429
N 0.617 1.723 2.218
C -0.728 1.567 2.292
C -1.358 0.387 2.120
C -0.484 -0.721 1.383
C 0.732 -0.540 1.231
H -1.050 -1.494 1.199
H -2.307 0.271 2.552
H -0.994 2.343 2.890
H 3.188 1.745 1.761
H 4.813 0.090 0.409
H 3.445 -2.098 -0.344
H 1.188 -3.365 -0.185
H -2.517 -1.927 -1.191
H -3.766 0.562 -0.907
H -3.013 2.981 -1.165
H -1.174 3.205 -0.550
H -1.543 3.367 -2.358
*
```

Here are the Löwdin charges for atoms 1 to 2, given in e: C -0.103; C -0.677

# C32H31BrN4OPTa

A molecular structure, C32H31BrN4OPTa (ωB97M-V with the def2-TZVPD basis set, the Open Molecules 2025 dataset).

ΔE to the lowest compared entry with this formula, charge and spin = 0.000 eV
Calculated total energy = -122563.502 eV
HOMO-LUMO gap = 5.56 eV
LUMO energy = -7.83 eV

ORCA input file:
```
! wB97M-V def2-TZVPD RIJCOSX def2/J DEFGRID3
* xyz 2 1
Ta 0.170 -0.252 0.034
Br 2.498 1.494 -7.536
C 2.959 -0.141 -6.712
C 1.976 -1.094 -6.486
C 2.313 -2.299 -5.888
C 3.636 -2.544 -5.537
C 4.623 -1.612 -5.835
C 4.286 -0.392 -6.394
N 4.110 -3.773 -4.968
N 3.597 -4.289 -3.971
C 2.531 -3.647 -3.243
C 1.336 -4.288 -3.072
C 0.312 -3.741 -2.268
C 0.499 -2.547 -1.638
O -0.400 -1.939 -0.793
C 1.738 -1.886 -1.784
N 1.915 -0.744 -1.027
C 3.117 -0.158 -0.979
C 4.191 -0.646 -1.707
C 4.030 -1.780 -2.477
C 2.790 -2.439 -2.531
H 0.959 -0.906 -6.799
H 1.552 -3.053 -5.746
H 5.658 -1.860 -5.632
H 5.050 0.341 -6.615
H 1.174 -5.241 -3.560
H -0.618 -4.280 -2.137
H 3.205 0.705 -0.334
H 5.148 -0.151 -1.637
H 4.877 -2.189 -3.013
C -1.452 3.123 -0.166
P -0.861 1.782 -1.219
C -2.234 0.980 -2.049
C -3.548 1.235 -1.655
C -4.590 0.535 -2.248
C -4.324 -0.413 -3.224
C -3.014 -0.672 -3.615
C -1.968 0.014 -3.027
C 0.344 2.403 -2.388
C 1.596 2.770 -1.888
C 2.551 3.288 -2.747
C 2.259 3.436 -4.098
C 1.008 3.091 -4.589
C 0.042 2.576 -3.738
H -2.019 3.838 -0.765
H -0.580 3.623 0.255
H -2.071 2.744 0.646
H -3.772 1.985 -0.908
H -5.609 0.739 -1.951
H -5.139 -0.951 -3.687
H -2.814 -1.407 -4.383
H -0.948 -0.193 -3.334
H 1.813 2.682 -0.827
H 3.518 3.588 -2.364
H 3.006 3.834 -4.771
H 0.782 3.223 -5.638
H -0.935 2.315 -4.123
C 0.497 0.578 3.917
C 1.557 0.529 2.814
C 2.327 1.849 2.751
C 2.506 -0.649 3.029
N 0.874 0.360 1.539
H 0.979 0.726 4.883
H -0.062 -0.357 3.959
H -0.194 1.405 3.752
H 2.877 2.000 3.679
H 1.647 2.690 2.617
H 3.054 1.843 1.935
H 3.016 -0.544 3.985
H 3.267 -0.690 2.246
H 1.958 -1.592 3.038
*
```

Here are the Löwdin charges for atoms 1 to 2, given in e: Ta 1.721; Br 0.810

# C5H4Cl2INO2

A single C5H4Cl2INO2 molecule at a distorted geometry (ωB97M-V with the def2-TZVPD basis set, the Open Molecules 2025 dataset).

ΔE to the lowest compared entry with this formula, charge and spin = 0.000 eV
Calculated total energy = -43979.298 eV
HOMO-LUMO gap = 10.19 eV
LUMO energy = 0.20 eV

ORCA input file:
```
! wB97M-V def2-TZVPD RIJCOSX def2/J DEFGRID3
* xyz 0 1
O -1.209 -0.999 2.732
C -0.971 -1.133 1.590
I -1.608 -2.928 0.616
C -0.310 -0.100 0.610
O 0.203 0.819 1.523
C 0.860 -0.600 -0.233
C 0.850 0.567 -1.316
Cl 1.695 2.015 -0.939
C -0.587 0.902 -1.301
Cl -1.195 1.967 -2.396
N -1.277 0.489 -0.312
H -0.364 0.812 2.251
H 1.860 -0.487 0.219
H 0.884 -1.439 -0.838
H 1.169 0.114 -2.206
*
```

Here are the Löwdin charges for atoms 1 to 2, given in e: O 0.054; C -0.740

# C27H35BO4S

2 unconnected molecules or ions with the total composition C27H35BO4S at a distorted geometry (ωB97M-V with the def2-TZVPD basis set, the Open Molecules 2025 dataset).

ΔE to the lowest compared entry with this formula, charge and spin = 0.000 eV
Calculated total energy = -48270.150 eV
HOMO-LUMO gap = 7.74 eV
LUMO energy = 0.63 eV

ORCA input file:
```
! wB97M-V def2-TZVPD RIJCOSX def2/J DEFGRID3
* xyz 0 1
C -1.314 0.923 -1.669
O -1.428 0.675 -0.255
C -0.702 -0.361 0.320
B -1.384 -1.906 -0.145
O -2.550 -1.940 -0.839
C -2.954 -3.342 -0.867
C -4.448 -3.356 -0.612
C -2.685 -3.863 -2.273
C -2.028 -4.012 0.245
C -2.708 -4.130 1.607
C -1.405 -5.345 -0.105
O -0.929 -3.067 0.390
C 0.737 -0.482 -0.082
C 1.766 -0.057 0.764
C 3.081 -0.032 0.315
C 3.402 -0.477 -0.971
C 4.818 -0.445 -1.467
C 2.382 -0.993 -1.777
C 1.066 -1.016 -1.333
H -1.976 1.779 -1.835
H -0.284 1.190 -1.949
H -1.665 0.050 -2.237
H -0.848 -0.361 1.404
H -4.835 -4.380 -0.661
H -4.701 -2.924 0.363
H -4.952 -2.764 -1.385
H -3.060 -4.889 -2.381
H -3.212 -3.235 -3.002
H -1.615 -3.847 -2.519
H -3.464 -4.924 1.588
H -1.957 -4.395 2.362
H -3.184 -3.190 1.917
H -2.180 -6.116 -0.179
H -0.851 -5.307 -1.048
H -0.708 -5.639 0.688
H 1.508 0.246 1.779
H 3.873 0.346 0.965
H 4.844 -0.522 -2.559
H 5.324 0.483 -1.175
H 5.407 -1.279 -1.061
H 2.630 -1.376 -2.767
H 0.275 -1.417 -1.971
C 5.320 5.340 -0.501
O 4.199 4.851 -1.273
C 3.213 4.174 -0.621
C 1.973 4.048 -1.295
C 0.870 3.589 -0.616
C 0.969 3.148 0.723
C -0.191 2.685 1.438
C -0.236 2.024 2.661
C -1.561 1.772 3.105
C -2.524 2.270 2.237
C -3.978 2.028 2.293
S -1.803 3.205 0.985
C 2.239 3.174 1.347
C 3.352 3.674 0.694
H 5.857 5.982 -1.199
H 4.988 5.918 0.375
H 5.960 4.505 -0.179
H 1.909 4.387 -2.328
H -0.094 3.559 -1.125
H 0.658 1.719 3.197
H -1.822 1.222 4.006
H -4.248 1.643 3.280
H -4.523 2.958 2.098
H -4.270 1.285 1.538
H 2.341 2.817 2.372
H 4.318 3.719 1.206
*
```

Here are the Löwdin charges for atoms 1 to 2, given in e: C -0.066; O -0.215

# C22H20IrN5O6

A molecular structure, C22H20IrN5O6 (ωB97M-V with the def2-TZVPD basis set, the Open Molecules 2025 dataset).

Calculated total energy = -45697.265 eV
HOMO-LUMO gap = 7.19 eV
LUMO energy = -7.19 eV

ORCA input file:
```
! wB97M-V def2-TZVPD RIJCOSX def2/J DEFGRID3
* xyz 2 1
Ir 0.101 -0.092 0.059
O -0.861 0.463 1.768
C -1.872 -0.098 2.275
C -2.564 -1.225 1.801
C -3.642 -1.701 2.590
C -4.355 -2.773 2.168
C -4.062 -3.422 0.955
C -3.032 -2.979 0.173
C -2.248 -1.877 0.568
O -1.297 -1.485 -0.234
N -5.473 -3.266 2.998
O -6.095 -4.208 2.566
O -5.668 -2.697 4.049
H -2.236 0.355 3.200
H -3.907 -1.221 3.524
H -4.665 -4.272 0.663
H -2.797 -3.460 -0.766
O 4.191 0.130 -5.416
C 3.139 -0.800 -5.401
C 2.394 -0.656 -4.110
C 1.323 -1.493 -3.804
C 0.661 -1.332 -2.608
N 1.021 -0.390 -1.724
C 2.049 0.441 -2.008
C 2.751 0.324 -3.189
C 2.326 1.454 -0.967
C 3.319 2.403 -1.047
C 3.482 3.328 -0.016
C 4.571 4.372 -0.132
O 4.540 4.981 -1.403
C 2.617 3.261 1.065
C 1.637 2.284 1.092
N 1.496 1.400 0.102
H 4.644 0.103 -6.264
H 3.502 -1.833 -5.483
H 2.435 -0.645 -6.228
H 1.003 -2.264 -4.492
H -0.180 -1.951 -2.324
H 3.570 0.987 -3.423
H 3.962 2.457 -1.914
H 5.539 3.874 -0.057
H 4.497 5.090 0.687
H 3.914 5.713 -1.408
H 2.691 3.959 1.888
H 0.928 2.206 1.906
N 2.379 -2.292 2.617
C 2.943 -2.748 1.453
C 2.304 -2.105 0.445
N 1.356 -1.267 1.009
C 1.431 -1.401 2.325
H 2.636 -2.586 3.548
H 3.728 -3.482 1.434
H 2.445 -2.193 -0.615
H 0.835 -0.878 3.051
*
```

Here are the Löwdin charges for atoms 1 to 2, given in e: Ir 1.505; O -0.179

# C8H11N4

2 unconnected molecules or ions with the total composition C8H11N4 at a distorted geometry (ωB97M-V with the def2-TZVPD basis set, the Open Molecules 2025 dataset).

ΔE to the lowest compared entry with this formula, charge and spin = 4.331 eV
Calculated total energy = -14423.745 eV
HOMO-LUMO gap (alpha / beta) = 7.39 / 7.39 eV
LUMO energy (alpha / beta) = -4.22 / -4.21 eV

ORCA input file:
```
! wB97M-V def2-TZVPD RIJCOSX def2/J DEFGRID3
* xyz 1 1
C -4.018 0.740 0.211
C -3.904 -0.652 0.334
C -2.903 1.489 -0.154
C -2.688 -1.288 -0.075
C -1.741 0.834 -0.567
C -1.573 -0.530 -0.497
C 4.368 -0.178 -0.342
C 1.046 -0.205 0.483
N 4.749 0.821 0.427
N -0.348 -1.107 -0.753
N 3.133 -0.640 -0.220
N 2.361 -0.027 0.665
H -4.954 1.263 0.309
H -4.628 -1.296 0.738
H -3.001 2.575 -0.314
H -2.561 -2.407 -0.069
H -0.915 1.482 -0.756
H 5.083 -0.550 -1.147
H 0.413 0.395 1.226
H -0.382 -1.883 -0.176
H 4.161 1.311 1.066
H 5.588 1.233 0.356
H 2.718 -1.379 -0.746
*
```

Here are the Löwdin charges for atoms 1 to 2, given in e: C -0.067; C -0.040